No. 1
One molecule with the formula C6H5NO2, computed with wB97M-V/def2-TZVPD.

Last column: Mulliken charge in e.
Element x y z (Å)
O  0.082  -2.529  -0.592  -0.48
C  -0.213  -1.395  -0.669  0.46
C  0.599  -0.164  -1.002  -0.34
C  1.635  0.225  -0.082  -0.18
N  1.456  0.484  1.133  -0.57
C  0.228  0.373  1.739  -0.30
C  -0.911  0.320  1.144  -0.37
C  -0.936  -0.139  -0.500  0.35
O  -1.903  0.284  -1.398  -0.50
H  0.430  -0.060  -2.098  0.46
H  2.687  0.477  -0.425  0.33
H  0.333  0.504  2.794  0.40
H  -1.945  0.458  1.520  0.33
H  -1.543  1.162  -1.562  0.40

Values from the calculation:
SMILES	O=C1[C@@H]2C=NC=C[C@]12O
2S+1	1
E_LUMO	0.195	eV
frontier orbital gap	9.17	eV



No. 2
One molecule with the formula C6H5NO2S, computed with wB97M-V/def2-TZVPD.

Last column: Mulliken charge in e.
Element x y z (Å)
C  -0.812  -0.083  -0.146  -0.34
C  0.396  -1.012  -0.136  -0.19
C  -0.881  -0.015  1.466  -0.09
C  0.574  0.495  -0.272  -0.24
C  -0.230  1.055  0.770  -0.10
C  0.634  -1.484  1.200  -0.29
N  -0.052  -0.943  2.109  -0.54
O  1.654  0.621  -2.983  -0.49
O  -0.530  1.464  -2.320  -0.60
S  0.979  1.519  -2.120  0.62
H  -1.639  0.115  -0.772  0.57
H  0.784  -1.591  -0.921  0.51
H  -1.718  0.147  2.127  0.41
H  -0.351  2.118  0.658  0.38
H  1.192  -2.407  1.339  0.40

Values from the calculation:
2S+1	1
E_LUMO	0.040	eV
frontier orbital gap	8.84	eV



No. 3
One molecule with the formula C6H5NO3, computed with wB97M-V/def2-TZVPD.

Last column: Mulliken charge in e.
Element x y z (Å)
O  2.377  0.819  0.144  -0.62
C  1.789  -0.240  -0.019  0.37
O  2.384  -1.412  -0.307  -0.51
C  0.217  -0.124  0.143  0.68
N  -0.379  -1.324  0.369  -0.61
C  -1.723  -1.540  -0.013  -0.37
C  -2.623  -0.417  -0.197  -0.25
C  -1.978  0.854  -0.027  -0.55
C  -0.610  1.041  -0.061  0.63
O  0.013  2.230  -0.028  -0.60
H  1.594  -2.099  -0.023  0.44
H  -2.180  -2.512  0.210  0.33
H  -3.771  -0.544  -0.131  0.29
H  -2.652  1.738  -0.111  0.34
H  1.044  2.149  0.039  0.43

Values from the calculation:
SMILES	O=C(O)c1ncccc1O
2S+1	1
E_LUMO	-0.281	eV
frontier orbital gap	8.95	eV



No. 4
One molecule with the formula C6H5NOS, computed with wB97M-V/def2-TZVPD.

Last column: Mulliken charge in e.
Element x y z (Å)
C  0.248  0.725  -1.891  -1.05
C  -0.954  -0.035  1.540  -0.10
C  1.278  0.315  -2.661  -0.25
C  0.218  0.037  -0.631  0.98
C  -0.029  -0.152  2.540  -0.17
C  1.148  -1.002  -0.513  -0.58
N  -0.784  0.342  0.261  -0.08
O  -0.112  -0.821  3.640  -0.34
S  2.165  -0.968  -1.880  -0.03
H  -0.433  1.517  -2.153  0.27
H  -1.987  0.089  1.881  0.32
H  1.558  0.639  -3.645  0.42
H  -1.548  0.866  -0.156  0.28
H  -0.767  -1.550  3.669  0.32

Values from the calculation:
2S+1	1
E_LUMO (alpha / beta)	-0.831 / -1.474	eV
frontier orbital gap (alpha / beta)	7.10 / 6.40	eV



No. 5
One molecule with the formula C6H5NOS2, computed with wB97M-V/def2-TZVPD.

Last column: Mulliken charge in e.
Element x y z (Å)
N  -4.701  -0.346  -0.027  -0.42
C  -3.547  -0.201  -0.095  0.00
C  -2.135  -0.007  0.074  0.29
C  -1.240  -0.904  -0.343  -0.34
C  0.188  -0.737  -0.026  -0.09
C  0.776  0.438  -0.186  0.17
C  2.323  0.541  -0.178  -0.65
O  2.846  -0.692  0.551  -0.55
S  -0.077  1.860  -0.535  -0.15
S  -1.695  1.604  0.725  -0.11
H  -1.615  -1.766  -0.831  0.42
H  0.945  -1.542  0.041  0.44
H  2.520  1.463  0.483  0.31
H  2.658  0.724  -1.193  0.35
H  2.754  -0.434  1.540  0.33

Values from the calculation:
SMILES	N#CC1=CC=C(CO)SS1
2S+1	1
E_LUMO	-0.734	eV
frontier orbital gap	8.01	eV



No. 6
C6H5NOS2 as an isolated structure, computed with wB97M-V/def2-TZVPD.

Last column: Mulliken charge in e.
Element x y z (Å)
C  1.970  -0.614  -0.396  -0.42
C  1.793  0.652  -0.931  -0.25
C  1.068  -1.138  0.509  -0.10
C  0.775  1.425  -0.441  -0.56
C  0.018  -0.386  1.029  -0.58
C  -0.149  0.888  0.494  0.30
N  -2.898  0.010  1.089  -0.38
O  -3.935  -1.300  -0.746  -0.46
S  -1.527  1.860  0.987  0.02
S  -2.932  -0.316  -0.406  0.66
H  2.703  -1.398  -0.913  0.21
H  2.237  1.036  -1.767  0.43
H  1.123  -2.199  0.815  0.32
H  0.467  2.366  -0.989  0.27
H  -0.713  -0.885  1.665  0.53

Values from the calculation:
2S+1	1
E_LUMO	-1.932	eV
frontier orbital gap	7.16	eV



No. 7
One molecule with the formula C6H5P, computed with wB97M-V/def2-TZVPD.

Last column: Mulliken charge in e.
Element x y z (Å)
C  -0.647  0.743  -2.422  -0.62
C  0.158  0.392  -1.316  -0.26
C  0.167  -0.295  0.121  -0.08
C  0.582  -0.939  1.097  0.39
C  0.873  -1.154  2.450  -0.34
C  -0.110  -1.447  3.351  -0.10
P  -1.517  -2.331  3.461  -0.07
H  -0.403  1.372  -3.254  0.28
H  -1.669  0.341  -2.506  0.23
H  1.108  0.837  -1.330  0.24
H  1.903  -0.965  2.858  0.30
H  -2.475  -1.422  3.830  0.03

Values from the calculation:
SMILES	C=CC#CC=C=P
2S+1	1
E_LUMO	-0.682	eV
frontier orbital gap	7.92	eV



No. 8
One molecule with the formula C6H6, computed with wB97M-V/def2-TZVPD.

Last column: Mulliken charge in e.
Element x y z (Å)
C  -2.477  0.795  0.244  -1.29
C  -1.165  0.184  0.028  0.84
C  -0.080  -0.304  -0.162  -0.23
C  1.237  -0.888  -0.378  -0.53
C  2.255  0.342  -1.045  -0.89
C  2.739  0.093  0.090  0.13
H  -2.370  1.793  0.679  0.29
H  -3.019  0.894  -0.701  0.29
H  -3.088  0.193  0.924  0.30
H  1.259  -1.575  -1.224  0.31
H  1.501  -1.507  0.494  0.34
H  3.207  -0.020  1.051  0.44

Values from the calculation:
2S+1	1
E_LUMO	0.948	eV
frontier orbital gap	10.52	eV



Result set for maximum force: 6.58 4.52 4.23 1.42 3.72 3.61 4.74 0.68 eV/Å, one per record in the order listed.
Result set for E: -436.71834 -834.85756 -512.07967 -759.59814 -1157.92638 -1157.88178 -572.74431 -231.99865 a.u., one per record in the order listed.
Result set for relative energy (zero: lowest compared OMol25 entry of this formula, charge and spin): 466.3 348.9 156.1 443.3 185.5 302.6 250.4 597.8 kJ/mol, one per record in the order listed.